w) {
  "formula": "C6H10N2",
  "method": "ωB97M-V/def2-TZVPD",
  "symbols": ["H", "N", "H", "H", "C", "C", "C", "C", "C", "C", "H", "H", "H", "N", "H", "H", "H", "H"],
  "coordinates": [[-1.5238, -0.4096, 1.7306], [-1.0653, 0.9183, 0.1055], [1.7193, 1.9801, 0.2064], [0.7604, 0.9652, 1.6852], [0.4651, -0.0532, 1.3699], [0.1825, -0.7968, -0.9055], [-0.8757, -1.4440, -0.1587], [1.2396, 1.0734, -0.4540], [-0.0774, 0.8799, -0.9661], [-0.8996, -0.3281, 0.8916], [-1.0045, -2.2761, 0.3189], [0.6759, -1.3254, -1.5968], [1.7630, 1.1791, -1.6035], [1.2068, -0.3945, 0.0597], [0.7828, -0.7160, 2.3916], [-0.4589, 1.5034, -1.8777], [-2.1372, 0.6810, -0.2270], [-1.7747, -1.2357, -0.8472]],
  "smiles": "C1[C@H]2CN3C[C@H](N2)[C@H]13",
  "gap_ha": 0.3393,
  "e_homo_ha": -0.3047,
  "molar_mass_g_mol": 110.2
}



x) {
  "formula": "C6H10N2",
  "method": "ωB97M-V/def2-TZVPD",
  "symbols": ["H", "H", "H", "H", "H", "C", "C", "H", "H", "H", "C", "C", "C", "H", "N", "N", "C", "H"],
  "coordinates": [[-0.0266, 2.1275, -2.0712], [-1.7924, -1.3290, -0.3491], [-0.6941, -2.5550, 0.4666], [-1.8002, 2.0036, -0.2305], [-0.5530, 0.3914, -1.6722], [-0.7856, -1.5236, 0.1311], [0.8996, -1.1029, 1.0858], [1.0529, 0.8858, 1.0391], [-0.7182, 2.8695, 0.8741], [1.2411, -2.1541, -1.0971], [0.1888, 0.7100, 0.4841], [-0.7164, 1.9591, 0.0532], [0.2709, 0.2906, -1.0006], [1.8849, -0.6063, 1.2133], [0.3417, 1.9225, -1.0484], [-0.3827, -0.5480, 1.3475], [0.6034, -1.2203, -0.5594], [0.9859, -2.1210, 1.3338]],
  "gap_ha": 0.3408,
  "e_homo_ha": -0.3138,
  "molar_mass_g_mol": 110.2
}



y) {
  "formula": "C6H10N2",
  "method": "ωB97M-V/def2-TZVPD",
  "symbols": ["H", "C", "H", "N", "H", "H", "C", "C", "H", "H", "H", "C", "H", "C", "H", "N", "H", "C"],
  "coordinates": [[-1.5223, 2.1744, -0.1135], [0.4918, 0.6964, 0.0913], [2.2653, 1.0949, -1.1806], [-1.7399, 0.1504, -1.0031], [-0.7013, 0.0188, 1.9149], [2.4786, -1.0603, -0.6479], [1.8856, -0.5667, 0.0904], [-1.0608, -0.9497, -0.0488], [2.2132, -0.8770, 1.1658], [0.7315, 0.5704, 1.2449], [-1.6820, -1.8256, -0.1733], [-1.4151, 0.0081, 0.9591], [-1.3048, 0.1856, -1.9034], [-1.1151, 1.0771, 0.0019], [0.6199, -0.8727, -1.3201], [1.9125, 0.8688, -0.1156], [-2.4698, -0.0027, 1.3245], [0.4126, -0.6901, -0.2866]],
  "gap_ha": 0.3694,
  "e_homo_ha": -0.3312,
  "molar_mass_g_mol": 110.2
}



z) {
  "formula": "C6H10N2",
  "method": "ωB97M-V/def2-TZVPD",
  "symbols": ["H", "N", "H", "H", "C", "H", "N", "H", "C", "H", "H", "H", "H", "C", "C", "C", "C", "H"],
  "coordinates": [[1.8475, 0.8686, 1.1199], [-0.3031, -1.3892, -1.5534], [-1.4024, -1.2276, -1.2181], [0.7611, 0.7200, 2.4897], [1.8302, -0.4974, -1.1638], [-3.3578, -0.5148, -0.0598], [-2.5669, -0.2198, -0.6284], [-1.2581, 1.2775, -0.9355], [0.8068, 0.7100, 1.3988], [-0.7212, -0.8546, 1.1869], [3.8980, 0.1899, -1.7424], [-2.3680, 1.5309, 0.5221], [0.2329, 1.5573, 1.0252], [-2.0505, 0.8972, -0.3041], [2.9294, -0.1201, -1.4684], [0.5245, -0.8895, -0.7737], [0.2893, -0.6132, 0.8562], [0.9083, -1.4254, 1.2489]],
  "smiles": "[H]/N=C(/C#C)CC.C=N",
  "gap_ha": 0.3444,
  "e_homo_ha": -0.3183,
  "molar_mass_g_mol": 110.2
}



Verdict on stability: z) comes out on top.



w) {
  "formula": "C6H10N2",
  "method": "ωB97M-V/def2-TZVPD",
  "symbols": ["H", "C", "H", "C", "N", "C", "H", "C", "H", "H", "H", "H", "H", "N", "C", "H", "H", "C"],
  "coordinates": [[0.5710, 0.2016, -1.9342], [2.0905, 0.4837, -0.2337], [-2.4980, -0.7592, 2.2321], [2.8684, 1.6013, -0.8315], [-1.0283, -1.2727, -0.5909], [-1.1402, 0.3619, 0.9583], [2.4132, 2.5738, -0.5223], [-1.9270, -1.5973, 0.4450], [0.2798, 1.6073, -1.0021], [2.1052, 0.5172, 0.8555], [2.8121, 1.3737, -1.9092], [-2.1281, -2.6468, 0.5286], [3.9857, 1.6778, -0.4551], [-2.0443, -0.6416, 1.3675], [0.6603, 0.5687, -0.8823], [2.5725, -0.5238, -0.6729], [-1.1778, 1.2725, 1.3867], [-0.4565, -0.0674, -0.1130]],
  "smiles": "CCCc1c[nH]cn1",
  "gap_ha": 0.3488,
  "e_homo_ha": -0.3142,
  "molar_mass_g_mol": 110.2
}



x) {
  "formula": "C6H10N2",
  "method": "ωB97M-V/def2-TZVPD",
  "symbols": ["H", "H", "C", "H", "H", "H", "H", "H", "N", "N", "H", "H", "H", "C", "C", "C", "C", "C"],
  "coordinates": [[0.9917, 1.2014, -0.2066], [0.7685, -1.2754, 0.2898], [0.3119, 0.0128, 2.1015], [-0.0774, -0.5009, 1.1642], [-0.3606, 2.2017, -2.1446], [-0.4190, 0.2463, 2.9107], [-2.1188, -1.5068, -2.6860], [-0.6406, -2.6442, -0.9801], [0.9695, 1.3379, 1.8013], [-1.3028, 0.3643, -2.5046], [0.9968, -0.6831, 2.7393], [1.7978, 1.0440, 1.2198], [1.3094, 1.6661, 2.5703], [0.1865, -0.7320, -0.4535], [0.2254, 0.6449, -0.7165], [-0.5228, 1.1640, -1.7826], [-0.6933, -1.5919, -1.1621], [-1.4220, -0.9491, -2.1601]],
  "smiles": "c1ccncc1.CN",
  "gap_ha": 0.3763,
  "e_homo_ha": -0.3438,
  "molar_mass_g_mol": 110.2
}



y) {
  "formula": "C6H10N2",
  "method": "ωB97M-V/def2-TZVPD",
  "symbols": ["H", "C", "H", "C", "H", "H", "H", "C", "N", "C", "H", "N", "H", "H", "C", "C", "H", "H"],
  "coordinates": [[-1.6163, -2.0861, -1.1638], [1.1926, 0.1358, 0.3237], [-2.3441, -1.5899, 0.3721], [-1.4065, -1.6385, -0.1893], [-1.2127, 1.2842, 2.3897], [-1.5240, 0.3910, -0.9443], [2.3335, 0.0024, -2.1178], [1.3143, -0.3623, -2.0659], [0.7378, -0.4356, -0.9261], [-0.8565, -0.2391, -0.3339], [2.5775, 0.6490, 1.5327], [2.4280, 0.3249, 0.5824], [0.2476, 2.1664, 1.9319], [-1.2144, 2.2719, 0.9349], [-0.5974, 1.5968, 1.5406], [-0.1277, 0.4385, 0.7387], [0.7749, -0.6382, -2.9618], [-0.7068, -2.2712, 0.3563]],
  "gap_ha": [0.2565, 0.2564],
  "e_homo_ha": [-0.2469, -0.2468],
  "molar_mass_g_mol": 110.2
}



Verdict on stability: w) comes out on top.



w) {
  "formula": "C21H27N3O4",
  "method": "ωB97M-V/def2-TZVPD",
  "symbols": ["C", "H", "C", "H", "N", "C", "O", "C", "H", "H", "H", "H", "C", "C", "H", "N", "C", "H", "O", "H", "C", "C", "H", "H", "H", "C", "H", "H", "H", "H", "O", "H", "O", "C", "H", "H", "C", "H", "H", "N", "C", "H", "C", "C", "H", "C", "H", "C", "C", "H", "H", "C", "H", "C", "C"],
  "coordinates": [[2.8746, 2.5471, 0.0776], [-4.2224, 2.1990, -0.6133], [-3.4694, 1.4124, -0.5791], [-4.5230, -2.1124, 3.3341], [1.0972, -2.4719, -0.4146], [0.3030, -1.3657, -0.4308], [-4.9587, -0.5113, -1.0413], [3.0553, 1.1647, 0.0319], [5.9172, -1.5074, 1.1494], [6.4569, 1.0237, 0.4714], [-6.0164, -0.3478, 2.4910], [5.0721, -2.6488, 0.0761], [0.4783, -3.7670, -0.5992], [-5.9600, 0.2593, -1.6924], [-6.7229, 1.3953, -0.0165], [4.2948, -0.7406, 0.0883], [5.4668, 1.4405, 0.3660], [-7.8391, 1.2438, -1.3830], [-4.7814, 0.4068, 1.1083], [1.2712, -4.5137, -0.5730], [-5.2151, -0.7221, 1.8489], [-7.0945, 0.7238, -0.7856], [-5.6271, -1.4745, 1.1662], [6.1431, -1.4042, -0.6103], [-3.3503, -0.6526, 0.0653], [-2.3510, 1.8611, 0.3672], [-3.6633, -0.5659, 3.3382], [-6.3471, -0.4233, -2.4541], [1.8937, 2.9719, -0.0569], [-0.2356, -3.9687, 0.2008], [3.1311, -3.4720, -0.2180], [3.8607, 4.4192, 0.3071], [0.0251, 2.0315, -1.0905], [-4.1273, 0.1140, -0.0997], [-5.5058, 1.1192, -2.1988], [-1.3506, 0.1021, 0.9752], [3.9782, 3.3464, 0.2703], [-0.0336, -3.8118, -1.5612], [-3.3278, -1.7685, 2.0846], [-1.2499, 0.9284, 0.4102], [-0.1578, 1.0619, -0.3849], [-7.5642, -0.1297, -0.3028], [0.7781, -0.0963, -0.2997], [2.9870, -1.0977, -0.1007], [-3.0625, 1.2530, -1.5786], [2.4778, -2.4333, -0.2408], [6.0978, 3.4625, 0.5643], [5.2571, 2.8007, 0.4155], [4.3580, 0.6220, 0.1725], [-1.9445, 2.8096, 0.0086], [-2.7546, 1.9887, 1.3735], [5.4237, -1.6246, 0.1817], [-0.7465, -1.5638, -0.5972], [2.1830, 0.0491, -0.1429], [-4.1068, -1.3306, 2.7050]],
  "smiles": "CCOC(CCNC(=O)c1cn(C)c(=O)c2c1c1ccccc1n2C)OCC",
  "gap_ha": 0.2977,
  "e_homo_ha": -0.2797,
  "molar_mass_g_mol": 385.5
}



x) {
  "formula": "C21H27N3O4",
  "method": "ωB97M-V/def2-TZVPD",
  "symbols": ["C", "C", "H", "C", "H", "H", "H", "N", "C", "C", "H", "C", "C", "H", "H", "O", "H", "N", "H", "H", "C", "H", "H", "H", "H", "H", "C", "C", "H", "H", "O", "H", "C", "N", "O", "C", "C", "C", "H", "C", "H", "C", "H", "H", "C", "C", "C", "H", "C", "H", "H", "O", "C", "H", "H"],
  "coordinates": [[-6.8542, 0.4603, 0.3384], [-4.2773, 1.2282, 0.9583], [-0.6590, -2.5486, 1.6398], [-5.7983, 0.0095, -0.4261], [-3.1523, -2.2928, 0.5744], [-4.3977, -1.8365, -1.5114], [4.2525, 2.3475, -2.5397], [-3.4460, -0.0523, -0.9583], [-0.4189, -2.6111, 0.5631], [3.8326, 2.4626, -0.4326], [2.1717, 1.4482, -1.3653], [-2.6158, -2.2913, -0.3921], [1.0287, -2.2481, 0.3751], [-5.1502, 2.3397, 2.5507], [-3.2839, 1.5449, 1.2351], [1.7542, -2.3363, 1.5003], [-0.2869, -0.0194, 0.2935], [4.5447, 1.2406, -0.1145], [4.5923, 0.5450, -0.8534], [3.8929, 3.9796, -1.9635], [-2.1013, 0.4449, -0.7816], [-0.5606, -3.6506, 0.2487], [4.0009, 3.1455, 0.4071], [-2.8847, -1.4637, -2.3620], [5.4612, 3.2469, -1.6131], [-1.6010, 0.3776, -1.7535], [4.9660, 0.9271, 1.1155], [-3.3954, -1.4302, -1.3946], [1.7942, 3.0811, -0.7997], [-6.0049, -0.6164, -1.2809], [3.4175, -0.9081, -1.9143], [-7.4643, 1.6517, 2.0156], [3.6959, -1.6288, 0.3260], [-1.2669, -1.7712, -0.2573], [4.9000, 1.6517, 2.0881], [5.5798, -0.4825, 1.2091], [-4.4788, 0.3733, -0.1296], [4.3978, 3.0488, -1.7208], [3.5455, -2.1598, 2.4072], [-5.3420, 1.6831, 1.7140], [-7.8598, 0.1601, 0.0810], [2.3376, 2.1694, -0.5677], [-2.5599, -3.3180, -0.7609], [1.9497, 1.7612, 0.3636], [-1.3083, -0.3984, 0.2210], [2.9291, -1.4308, -0.9231], [1.5485, -1.8454, -0.8029], [-2.1219, 1.4919, -0.4826], [3.0663, -2.0420, 1.4463], [5.4664, -0.8503, 2.2340], [0.9041, -1.7612, -1.6622], [5.0307, -1.3616, 0.2458], [-6.6371, 1.2994, 1.4188], [-1.7790, -0.3398, 1.2185], [6.6457, -0.4248, 0.9748]],
  "smiles": "CC(C)NC(=O)COc1coc(CN2CCN(c3ccccc3)CC2)cc1=O",
  "gap_ha": 0.3069,
  "e_homo_ha": -0.2881,
  "molar_mass_g_mol": 385.5
}



Verdict on stability: w) comes out on top.



w) {
  "formula": "C7H16O2",
  "method": "ωB97M-V/def2-TZVPD",
  "symbols": ["H", "H", "H", "H", "C", "H", "O", "H", "H", "H", "C", "H", "H", "H", "H", "H", "C", "C", "H", "C", "C", "H", "H", "C", "O"],
  "coordinates": [[0.4224, 0.4461, -0.6668], [0.8696, -1.3740, -2.2489], [-0.3989, 2.1551, 1.7021], [0.5800, -2.2833, 1.2489], [0.3211, 1.5565, -1.0217], [1.1060, 2.2630, -0.7460], [2.4128, 0.8553, 1.4781], [-1.5639, -0.4894, -1.9304], [0.3310, -3.0092, -1.8899], [0.0840, 1.6859, 3.3225], [-0.3489, -1.5143, -0.4969], [1.0688, 2.8736, 2.4195], [-1.1035, -1.6079, 1.4838], [-2.1322, -2.1224, -1.5440], [-2.3757, -0.7968, -0.3925], [-1.3802, 2.5313, -1.1698], [1.2465, 0.8409, 1.7602], [-0.2501, -1.7341, 0.8329], [0.3229, 1.4796, -2.1133], [-1.6855, -1.2180, -1.1229], [0.4632, 1.9731, 2.3440], [1.6147, -2.2793, -0.9286], [0.6410, -0.1336, 1.6410], [0.6800, -2.0783, -1.4407], [-0.9253, 1.9804, -0.5207]],
  "smiles": "C=C(C)C.CC=O.CO",
  "gap_ha": 0.3432,
  "e_homo_ha": -0.3174,
  "molar_mass_g_mol": 132.2
}



x) {
  "formula": "C7H16O2",
  "method": "ωB97M-V/def2-TZVPD",
  "symbols": ["C", "O", "H", "H", "H", "C", "C", "C", "C", "H", "H", "H", "H", "H", "C", "H", "C", "H", "H", "H", "H", "H", "H", "H", "O"],
  "coordinates": [[1.6421, -0.4785, 1.1627], [-2.0266, 0.8077, -1.0251], [2.5345, -0.4324, 0.5346], [1.5863, 1.8661, -0.1310], [1.3370, -2.3345, -0.8886], [0.3884, -0.8370, 0.3750], [-2.0169, 0.9822, 1.3494], [0.4470, -2.2145, -0.2675], [-1.9342, 0.1968, 0.0799], [-0.4154, -2.3869, -0.9146], [-2.1293, -0.8796, 0.1072], [1.8230, -1.2267, 1.9433], [-0.3963, -0.8747, 1.1255], [1.5326, 0.4826, 1.6695], [0.7439, 0.3093, -1.3796], [0.4637, -3.0039, 0.4924], [0.9130, 1.7532, -0.9768], [-1.1719, 0.4251, -1.8696], [-0.0536, 2.2061, -0.7618], [-1.7367, 0.3837, 2.2149], [-1.3675, 1.8576, 1.3005], [1.3479, 2.2837, -1.8307], [1.6722, -0.2526, -1.4867], [-3.0469, 1.3289, 1.4744], [-0.1361, 0.0383, -2.2972]],
  "gap_ha": 0.3003,
  "e_homo_ha": -0.2894,
  "molar_mass_g_mol": 132.2
}



Verdict on stability: w) comes out on top.



w) {
  "formula": "C10H21N4O",
  "method": "ωB97M-V/def2-TZVPD",
  "symbols": ["H", "H", "H", "C", "N", "C", "H", "N", "C", "N", "C", "H", "H", "H", "H", "H", "H", "H", "H", "H", "H", "H", "N", "C", "H", "H", "H", "C", "O", "C", "H", "H", "C", "H", "C", "C"],
  "coordinates": [[2.3721, 3.6867, 0.3719], [2.5277, -1.7734, -0.4481], [-0.6616, 2.1563, -1.1338], [-1.2105, -1.4801, 1.0092], [2.3973, 2.8742, -0.2552], [-2.5325, -0.3235, -1.9523], [-2.0952, -0.4887, 2.6794], [0.0742, -1.7308, 0.6324], [2.8673, -0.9084, 0.1912], [0.0274, -0.5941, 2.5868], [2.1831, 1.6319, 0.5566], [2.7192, -0.3234, 2.3638], [-1.4431, 2.4109, -2.7592], [-2.1334, -2.6147, -0.6178], [3.9913, -0.9148, 0.2198], [-2.4573, 2.0024, -1.2736], [-3.2160, -2.3927, 0.8035], [1.1594, 1.7110, 1.0204], [2.9708, 1.6234, 1.3513], [-2.6083, 0.3242, 0.1427], [-2.3258, -1.3455, -2.3790], [1.5813, 3.0042, -0.8656], [-1.2623, -0.7989, 2.1794], [-3.0254, -0.5279, -0.4683], [0.3745, -2.2153, -0.2103], [2.9877, 0.7450, -1.2875], [2.7011, -2.1131, 2.1169], [2.3792, -1.1361, 1.6762], [-1.3053, 0.3993, -2.0557], [2.3013, 0.4240, -0.4554], [-3.3708, 0.1230, -2.5493], [1.2815, 0.2783, -0.9042], [0.8232, -1.1320, 1.6896], [-4.1322, -0.4988, -0.3305], [-2.4511, -1.8871, 0.1669], [-1.4886, 1.8045, -1.8122]],
  "total_charge": 1,
  "smiles": "COCCCc1[nH]nc(CCCCN)[nH+]1",
  "gap_ha": 0.3312,
  "e_homo_ha": -0.4442,
  "molar_mass_g_mol": 213.3
}



x) {
  "formula": "C10H21N4O",
  "method": "ωB97M-V/def2-TZVPD",
  "symbols": ["C", "H", "H", "C", "H", "H", "H", "C", "C", "H", "H", "H", "H", "H", "N", "C", "C", "H", "O", "N", "H", "C", "H", "N", "H", "C", "C", "H", "H", "N", "H", "H", "H", "H", "H", "C"],
  "coordinates": [[-0.5679, 0.5542, -1.5125], [-2.0614, 1.0986, 0.0393], [-1.2201, 2.9546, -0.2570], [2.9964, 0.0157, -0.8594], [3.4640, 0.9679, -1.1838], [-2.4224, -1.6773, 2.2338], [0.7137, -2.0823, 1.2021], [-0.2561, 0.2649, 1.0195], [3.7723, -0.9713, 0.0463], [-0.6281, -3.0856, 1.1708], [2.8968, -0.5332, -1.8945], [-3.0945, -0.6553, -0.5057], [0.3906, 2.9911, -2.1177], [3.9381, -0.4885, 1.0387], [-0.3168, 2.4314, -0.1242], [1.6011, 0.2867, -0.4601], [-0.2674, -2.0326, 1.5361], [-0.6642, -0.5158, -1.5259], [-1.2194, 1.0569, -2.6044], [1.0709, -0.0603, 0.6012], [3.2200, -1.8579, 0.2013], [-2.4357, -0.8757, 1.5816], [-0.1374, 0.8875, 2.0253], [-1.0525, -0.9147, 1.0546], [-4.3039, -1.3899, 0.7707], [-3.3126, -1.3137, 0.4109], [0.7188, 2.4566, -1.1735], [1.5414, 2.9022, -0.6749], [4.6060, -1.3301, -0.4977], [0.8548, 1.0343, -1.4855], [-2.6901, 0.0979, 2.0894], [-2.8592, -2.1640, 0.0579], [-0.2821, -2.1683, 2.6354], [-0.0753, 2.3796, 0.7874], [-0.9173, 0.6950, -3.5010], [-1.0003, 1.0414, -0.1245]],
  "total_charge": 1,
  "smiles": "CCC1=N[C@H](N(C)CC)[C@H]2[NH2+]CN1[C@@H]2O",
  "gap_ha": 0.3366,
  "e_homo_ha": -0.4448,
  "molar_mass_g_mol": 213.3
}



Verdict on stability: w) comes out on top.